1.
{"formula": "C19H23NO5S", "method": "ωB97M-V/def2-TZVPD", "lumo_energy_ev": 0.56, "energy_ev": -42638.56610, "smiles": "COc1ccccc1S(=O)(=O)Cc1ccc(C(=O)NC2CCCCC2)o1", "homo_lumo_gap_ev": 9.475, "relative_energy_kj_mol": 92.84, "symbols": ["S", "O", "O", "O", "O", "O", "N", "C", "C", "C", "C", "C", "C", "C", "C", "C", "C", "C", "C", "C", "C", "C", "C", "C", "C", "C", "H", "H", "H", "H", "H", "H", "H", "H", "H", "H", "H", "H", "H", "H", "H", "H", "H", "H", "H", "H", "H", "H", "H"], "coordinates": [[-2.435, 1.307, -1.049], [3.475, 2.039, 0.424], [-2.566, -1.401, -0.744], [-1.499, 0.871, -2.046], [0.073, 2.394, -0.515], [-3.835, 1.145, -1.322], [2.051, 0.710, -0.751], [2.923, -0.439, -0.864], [1.264, 2.790, -0.008], [-2.834, -2.779, -0.877], [-0.815, 3.381, -0.307], [1.084, -2.029, -1.574], [-1.700, 1.111, 1.679], [-2.195, -0.912, 0.451], [-1.946, -1.659, 1.601], [-2.195, 3.119, -0.775], [1.672, -1.795, 0.851], [-0.207, 4.424, 0.338], [-1.566, -1.019, 2.768], [2.408, -1.370, -1.961], [-1.443, 0.359, 2.816], [1.219, -2.758, -0.241], [3.015, -1.177, 0.479], [2.387, 1.830, -0.082], [1.141, 4.041, 0.532], [-2.058, 0.479, 0.509], [-1.934, -3.380, -0.713], [0.266, -3.212, 0.038], [3.923, -0.064, -1.121], [-2.045, -2.733, 1.591], [1.121, 0.634, -1.137], [-2.957, 3.455, -0.076], [-1.367, -1.607, 3.651], [-0.664, 5.347, 0.633], [0.796, -2.734, -2.357], [3.337, -0.470, 1.244], [1.953, -3.562, -0.339], [1.917, 4.608, 1.003], [3.772, -1.960, 0.398], [-1.153, 0.849, 3.732], [2.285, -0.807, -2.888], [1.760, -2.323, 1.803], [-3.623, -3.100, -0.190], [0.926, -1.007, 0.977], [-1.618, 2.185, 1.717], [-2.391, 3.552, -1.756], [0.291, -1.280, -1.509], [-3.172, -2.908, -1.903], [3.159, -2.144, -2.133]], "lowdin_charge": [0.73, 0.08, -0.10, -0.28, 0.03, -0.29, 0.13, -0.30, -0.15, -0.05, -0.33, -0.19, -0.05, -0.28, -0.01, -0.11, -0.19, 0.00, -0.07, -0.14, -0.07, -0.20, -0.14, -0.43, 0.03, -0.18, 0.08, 0.09, 0.15, 0.11, 0.13, 0.12, 0.11, 0.11, 0.11, 0.11, 0.12, 0.12, 0.12, 0.11, 0.12, 0.11, 0.10, 0.10, 0.11, 0.12, 0.09, 0.10, 0.12]}

=====

2.
{"formula": "C21H40N7O9", "method": "ωB97M-V/def2-TZVPD", "total_charge": 1, "lumo_energy_ev": -6.77, "energy_ev": -51253.34609, "homo_lumo_gap_ev": 2.975, "relative_energy_kj_mol": 50.06, "symbols": ["O", "O", "O", "O", "O", "O", "O", "O", "O", "N", "N", "N", "N", "N", "N", "N", "C", "C", "C", "C", "C", "C", "C", "C", "C", "C", "C", "C", "C", "C", "C", "C", "C", "C", "C", "C", "C", "H", "H", "H", "H", "H", "H", "H", "H", "H", "H", "H", "H", "H", "H", "H", "H", "H", "H", "H", "H", "H", "H", "H", "H", "H", "H", "H", "H", "H", "H", "H", "H", "H", "H", "H", "H", "H", "H", "H", "H"], "coordinates": [[0.499, -1.046, -4.047], [-1.264, 0.938, 0.394], [-1.283, -5.557, -4.355], [-1.648, -4.154, -2.686], [-0.803, 0.349, -2.966], [-1.891, 4.078, -3.570], [-3.743, 2.928, 5.764], [-2.429, 1.328, 4.996], [-2.863, 2.133, -3.911], [-3.291, 2.182, 4.859], [-0.604, -0.498, -3.825], [-2.621, 3.092, -3.248], [0.483, 4.572, 3.593], [4.915, -1.702, -3.121], [-0.500, -0.050, 0.780], [-1.549, -5.290, -3.125], [1.954, 4.501, 1.837], [-1.755, -0.778, -4.682], [5.916, -0.983, -1.127], [-2.139, -1.646, 0.040], [6.932, -1.669, -1.962], [0.732, 5.285, 1.386], [-2.998, 2.858, -1.814], [-1.054, -1.317, 1.155], [1.327, 1.231, -0.076], [4.630, -0.932, -2.004], [-0.196, 5.215, 2.565], [0.946, 0.835, 2.514], [-0.131, -2.413, 0.936], [1.737, 4.171, 3.327], [1.213, -2.152, 1.525], [1.845, -0.929, 0.930], [-1.821, -1.380, 2.436], [0.869, 0.265, 1.103], [-1.904, -6.552, -2.323], [6.226, -2.183, -3.157], [-4.071, 2.143, 3.646], [0.032, -2.549, -0.051], [1.982, -1.178, 0.007], [-1.598, -1.874, -0.797], [-4.301, 1.094, 3.350], [-3.394, 2.558, 2.928], [3.600, -0.535, -1.812], [1.133, -2.340, 2.807], [-1.286, -1.412, 3.353], [2.283, 3.629, 4.262], [0.999, 0.120, 3.360], [1.901, -2.937, 1.177], [-1.467, -0.813, -5.777], [-2.726, -2.490, 0.160], [-1.104, -7.170, -2.226], [-2.566, -7.092, -2.880], [0.339, 5.679, 0.405], [1.153, 0.765, -1.060], [2.388, 1.460, -0.031], [-5.075, 2.954, 3.661], [-2.110, -1.661, -4.287], [-3.730, 2.162, -1.761], [-1.214, 5.321, 2.634], [2.964, 4.243, 1.481], [6.182, -0.472, -0.319], [-2.603, -0.076, -4.401], [-2.509, -0.353, 2.696], [-0.340, -3.357, 1.348], [-2.243, -6.339, -1.348], [-2.522, -2.184, 2.346], [1.921, 1.406, 2.647], [0.328, 1.693, 2.686], [-2.755, -0.937, -0.118], [2.802, -0.855, 1.321], [-2.203, 2.633, -1.282], [0.019, 4.472, 4.584], [4.332, -1.834, -3.978], [0.601, 1.974, -0.034], [-3.631, 3.853, -1.423], [6.726, -2.813, -3.794], [8.025, -1.621, -1.622]], "lowdin_charge": [0.05, 0.18, 0.03, 0.04, 0.03, 0.05, 0.06, 0.04, 0.06, -0.45, -0.41, -0.39, -0.09, -0.05, 0.08, -0.36, -0.08, 0.04, -0.06, 0.04, -0.09, -0.05, 0.05, -0.44, 0.03, -0.10, -0.12, 0.02, -0.17, -0.16, -0.16, -0.12, 0.02, -0.40, 0.08, -0.11, -0.01, 0.10, 0.05, 0.06, 0.09, 0.07, 0.08, 0.20, 0.07, 0.16, 0.11, 0.13, 0.14, 0.10, 0.07, 0.07, 0.09, 0.09, 0.11, 0.20, 0.06, 0.05, 0.06, 0.07, 0.01, 0.10, 0.15, 0.14, 0.08, 0.09, 0.12, 0.07, 0.02, 0.13, 0.01, 0.20, 0.17, 0.05, 0.18, 0.06, 0.11]}

=====

3.
{"formula": "H2NO2S", "method": "ωB97M-V/def2-TZVPD", "total_charge": -1, "lumo_energy_ev": 3.99, "energy_ev": -16451.31359, "homo_lumo_gap_ev": 7.152, "relative_energy_kj_mol": 206.81, "symbols": ["S", "O", "O", "N", "H", "H"], "coordinates": [[2.227, 0.378, 0.428], [-1.657, -0.668, 0.609], [-1.832, 0.566, -1.178], [-1.272, 0.177, -0.148], [2.755, -0.849, 0.239], [-0.221, 0.396, 0.049]], "lowdin_charge": [-0.24, 0.01, -0.03, -0.32, -0.46, 0.04]}

=====

4.
{"formula": "C4H10N2O", "method": "ωB97M-V/def2-TZVPD", "lumo_energy_ev": 0.86, "energy_ev": -9337.09951, "smiles": "CNCCNC=O", "homo_lumo_gap_ev": 10.136, "relative_energy_kj_mol": 182.16, "symbols": ["O", "N", "N", "C", "C", "C", "C", "H", "H", "H", "H", "H", "H", "H", "H", "H", "H"], "coordinates": [[1.200, 2.209, 2.665], [0.464, -0.659, -1.437], [-0.461, 1.112, 1.654], [0.033, 1.871, 2.686], [0.444, 0.540, 0.656], [0.163, -1.854, -2.234], [-0.387, -0.356, -0.271], [0.906, 1.328, 0.063], [-0.686, 2.117, 3.471], [-1.413, 0.005, -0.433], [1.141, -0.118, 1.161], [1.087, -2.160, -2.729], [-0.547, -1.308, 0.266], [-1.360, 1.353, 1.273], [-0.336, -2.650, -1.684], [-0.476, -1.570, -3.088], [0.228, 0.139, -2.020]], "lowdin_charge": [0.02, -0.13, -0.01, -0.35, -0.19, -0.13, -0.25, 0.12, 0.12, 0.11, 0.13, 0.07, 0.12, 0.11, 0.07, 0.07, 0.10]}